239
Properties=species:S:1:pos:R:3:forces:R:3 method="wB97M-V/def2-TZVPD" multiplicity=2 gap_ev="8.369 / 1.879" total_charge=+8 largest_force_ha_per_bohr=0.259
N -0.7440 -0.5819 -0.6058 5.02 0.11 -4.48
S -1.2215 -1.0712 0.6746 -7.93 0.17 10.72
O -0.5698 -0.5377 1.8830 -0.78 -1.28 -2.42
O -1.7898 -2.3890 0.6580 1.17 0.09 0.31
F -2.6593 -0.2205 0.6985 1.09 0.15 -0.39
S 0.5979 -1.6086 -0.5939 2.80 -2.10 -4.61
O 0.3273 -2.9964 -1.0083 0.21 3.03 0.81
O 1.6555 -1.3657 0.3304 -1.04 0.21 0.08
F 1.1894 -0.9230 -1.9396 -0.33 -0.30 0.12
C -4.1964 3.6108 -3.1089 0.38 1.33 -0.54
O -3.7446 2.6538 -2.1768 -0.65 -0.43 0.10
C -2.3721 2.5967 -1.8857 -0.73 -1.01 -0.04
C -1.6105 1.8127 -2.9659 -0.83 -0.51 0.53
N -1.7746 0.2728 -2.9573 -1.46 0.66 -0.60
H -1.1964 -0.0085 -3.7362 0.33 -0.25 -0.25
H -1.3989 -0.0961 -2.0954 0.56 -0.26 0.58
C -3.1095 -0.5003 -3.1922 0.32 2.18 -1.22
C -3.8857 0.1748 -4.3757 0.92 -0.60 -1.36
O -3.0542 0.3806 -5.5969 -0.72 -0.49 2.54
C -3.8592 0.8952 -6.6671 0.58 -0.31 -0.59
H -4.0730 4.6230 -2.7239 -0.23 0.23 0.52
H -5.2397 3.4846 -3.3984 0.07 -0.43 0.43
H -3.6383 3.7136 -4.0395 0.34 -0.79 -0.24
H -2.3211 2.0764 -0.9293 0.14 -0.28 0.09
H -1.9790 3.5898 -1.6679 0.45 0.25 -0.59
H -0.5430 1.9200 -2.7731 0.06 0.23 -0.58
H -1.9927 2.0996 -3.9455 0.65 0.24 -0.12
H -3.6993 -0.5072 -2.2756 0.07 0.26 -0.05
H -2.7813 -1.5187 -3.4003 -0.10 0.08 -0.24
H -4.3289 1.1492 -4.1704 0.04 -0.15 0.64
H -4.6892 -0.5193 -4.6223 -0.22 0.00 -0.06
H -4.5987 0.1645 -6.9949 -0.11 -0.01 0.12
H -3.1454 1.0385 -7.4782 -0.21 0.11 -0.05
H -4.3430 1.8464 -6.4453 0.01 0.03 0.27
C -5.6590 2.3136 0.5796 -0.03 -0.54 -0.38
O -6.1507 2.8133 1.8068 -1.20 -0.06 1.57
C -7.5816 3.0080 1.6993 0.01 0.34 -0.02
C -8.3874 3.4554 2.9777 1.57 -1.16 -1.29
N -7.7269 4.6117 3.6770 -0.51 0.03 1.78
H -7.5208 5.3702 3.0427 0.98 0.03 -0.69
H -8.4750 5.0630 4.1837 -0.72 0.06 0.72
C -6.6535 4.2328 4.7125 -0.38 0.00 -1.17
C -6.2122 5.3278 5.6448 -0.54 0.29 -1.08
O -5.7905 6.5308 4.9245 0.01 -1.25 1.13
C -4.8702 7.3308 5.5843 0.58 1.71 -1.15
H -4.7334 1.7581 0.7302 0.52 0.86 0.20
H -5.6548 3.1515 -0.1176 0.52 -0.25 -0.41
H -6.2495 1.5002 0.1579 -0.74 0.22 0.04
H -8.0307 2.0822 1.3397 -0.23 -0.01 0.12
H -7.7064 3.7530 0.9136 -0.40 0.22 -0.11
H -8.4616 2.6337 3.6901 -0.06 0.15 0.09
H -9.3855 3.7809 2.6844 0.06 -0.09 -0.10
H -5.8694 3.7396 4.1381 0.20 0.14 0.15
H -7.0617 3.5043 5.4131 -0.39 -0.29 -0.34
H -5.5274 4.8799 6.3649 0.57 0.68 0.09
H -7.0548 5.7395 6.2003 -0.49 0.14 0.43
H -5.1420 7.6568 6.5882 -0.26 -0.49 0.64
H -4.6952 8.2222 4.9819 -0.27 0.00 -0.06
H -3.9338 6.7729 5.5880 0.41 -0.47 0.58
C 1.7457 1.4716 3.6067 -0.31 -0.16 -0.77
C 2.0060 2.2003 4.9146 0.87 0.58 0.09
C 3.3283 3.0478 4.9091 -0.07 0.04 1.48
N 4.3710 2.6540 6.0197 -1.85 0.92 -0.48
C 4.6840 1.1694 5.8130 0.55 -1.03 1.57
C 5.9939 0.7179 6.5314 -0.20 0.32 -0.73
C 7.0884 1.6634 6.0719 0.81 0.31 1.26
C 6.8056 3.1131 6.5016 -0.07 0.19 -0.30
C 5.5265 3.6334 5.8446 0.59 -0.68 -0.76
C 3.7106 2.9611 7.4006 0.84 -2.05 0.06
H 0.8634 0.8316 3.6010 -0.19 0.16 0.37
H 2.5040 0.8188 3.1742 0.57 0.06 0.59
H 1.5684 2.2123 2.8270 0.05 0.10 -0.07
H 1.9508 1.5593 5.7944 0.21 -0.15 -0.15
H 1.2044 2.9201 5.0804 -0.16 -0.02 -0.09
H 3.1514 4.0913 5.1697 -0.37 -0.01 -0.03
H 3.8273 3.1151 3.9424 0.17 -0.67 0.08
H 4.6631 0.8925 4.7590 0.37 0.66 -0.15
H 3.8648 0.5991 6.2511 -0.22 0.31 0.03
H 6.3097 -0.3050 6.3262 -0.52 -0.12 -0.78
H 5.8648 0.6142 7.6088 -0.07 0.85 0.19
H 7.2838 1.5615 5.0044 -0.40 0.23 -0.24
H 8.0513 1.3857 6.5005 -0.06 -0.10 0.24
H 7.6697 3.7315 6.2588 -0.23 0.24 -0.48
H 6.7586 3.2643 7.5800 -0.20 -0.54 0.19
H 5.6327 3.6864 4.7610 0.44 -0.02 -0.06
H 5.1889 4.6258 6.1431 -0.04 -0.18 0.42
H 3.2376 2.0275 7.7053 -0.58 0.22 -0.18
H 3.0242 3.8068 7.4431 0.32 -0.05 -0.56
H 4.4789 3.0312 8.1706 0.28 0.52 -0.36
C -0.6353 3.0695 1.9219 -1.07 0.01 0.94
C -1.9455 3.7754 1.7713 -1.35 0.77 -0.98
C -1.7448 5.2559 1.7241 -0.69 1.29 0.36
N -3.0747 6.0400 1.5004 -1.79 1.68 0.40
C -2.8376 7.5615 1.8143 0.34 0.66 -1.46
C -3.9703 8.5141 1.3579 0.43 -0.82 2.03
C -4.4918 8.2924 0.0120 -1.47 -0.24 -2.26
C -4.8807 6.8298 -0.3228 1.58 0.83 1.75
C -3.6269 5.9982 0.0301 -0.20 -0.68 -0.67
C -4.2819 5.5601 2.4692 2.71 0.58 -1.65
H -0.0313 3.3247 1.0511 0.40 -0.48 0.45
H -0.8462 2.0210 2.1320 0.47 -0.24 -0.76
H -0.2735 3.4204 2.8884 0.86 0.20 -0.26
H -2.6763 3.5194 2.5384 0.21 -0.18 0.17
H -2.4448 3.6086 0.8169 -0.03 -0.85 -0.13
H -1.0412 5.5821 0.9582 -0.34 -0.09 -0.50
H -1.2670 5.6520 2.6202 -0.46 0.10 0.42
H -1.9725 7.8933 1.2402 0.26 -0.61 -0.28
H -2.5364 7.8147 2.8308 -0.30 -0.93 0.35
H -3.5753 9.5288 1.4066 0.04 -0.01 0.34
H -4.7629 8.4250 2.1009 -0.32 0.33 0.09
H -3.7634 8.6415 -0.7199 0.16 -0.19 -0.19
H -5.3460 8.9473 -0.1595 -0.06 0.06 0.07
H -5.0959 6.6852 -1.3815 0.04 0.00 0.08
H -5.7084 6.4341 0.2659 -0.35 0.29 -0.08
H -2.8507 6.3285 -0.6602 0.45 -0.04 0.43
H -3.9314 4.9943 -0.2659 0.68 -0.54 0.62
H -4.6209 4.6277 2.0176 -0.25 -0.02 0.53
H -5.0304 6.3523 2.4879 0.17 -0.15 -0.22
H -3.7561 5.4788 3.4205 -0.37 -0.38 0.10
C 2.4083 3.3489 -5.9482 -0.65 -0.03 0.28
C 2.7666 4.0854 -4.6334 0.47 -1.07 -0.16
C 2.1395 3.4117 -3.4050 0.86 0.59 0.31
N 2.7349 4.0020 -2.0394 -0.50 0.21 1.93
C 1.9063 3.5859 -0.7848 -1.07 -1.50 -0.57
C 1.9457 2.0518 -0.4030 2.25 1.46 -0.99
C 3.4640 1.7440 -0.2394 -0.78 -2.30 0.34
C 4.2772 2.0632 -1.4726 0.12 1.09 0.96
C 4.2059 3.5856 -1.6989 -0.34 -1.16 -2.68
C 2.6832 5.5454 -1.9978 0.17 -0.84 -0.83
H 2.6560 2.2991 -6.1055 1.09 0.02 0.61
H 2.8238 3.9288 -6.7723 -0.36 -0.15 -0.10
H 1.3284 3.2203 -6.0212 -0.34 0.87 -0.31
H 2.4769 5.1297 -4.7507 -0.21 -0.08 0.19
H 3.8512 4.0812 -4.5251 0.10 0.02 -0.01
H 2.2661 2.3292 -3.4172 0.68 0.08 0.24
H 1.0548 3.4996 -3.4671 -0.12 0.74 0.73
H 0.8722 3.8203 -1.0372 -0.06 0.48 0.01
H 2.2331 4.1807 0.0682 0.16 0.08 -0.24
H 1.5619 1.4643 -1.2370 -0.11 -0.07 0.00
H 1.3944 1.7809 0.4974 -0.06 0.39 -0.08
H 3.5543 0.6631 -0.1320 -0.18 -0.28 0.19
H 3.8689 2.0833 0.7140 0.04 0.71 -0.17
H 3.9553 1.4082 -2.2822 -0.29 0.54 -0.39
H 5.3198 1.7716 -1.3460 0.10 0.27 0.24
H 4.7731 3.8256 -2.5981 0.04 0.25 0.05
H 4.6347 4.1790 -0.8914 -0.61 -0.02 0.19
H 2.9031 5.8831 -0.9850 0.08 -0.13 -0.19
H 1.6967 5.8870 -2.3112 0.02 -0.13 0.04
H 3.4291 5.9150 -2.7014 -0.06 0.07 0.14
C 4.9162 -10.1476 2.2026 0.46 0.89 0.44
C 3.9068 -9.0767 2.6770 -0.70 -1.43 -1.05
C 4.4534 -7.6986 2.4493 -0.59 1.55 1.52
N 3.4860 -6.4937 2.9599 0.34 -0.74 0.62
C 4.2976 -5.1664 2.8142 -1.46 0.61 -0.51
C 3.4246 -3.8550 3.0243 1.10 -1.66 0.24
C 2.1136 -3.8927 2.2768 -1.00 -0.55 -0.12
C 1.3539 -5.2521 2.3336 0.27 -0.59 0.71
C 2.1821 -6.5335 2.1202 1.33 2.03 -0.10
C 3.1247 -6.6512 4.4704 -0.62 0.47 -1.77
H 5.7591 -9.8706 2.8358 0.81 -0.42 -0.62
H 5.1194 -10.0938 1.1331 0.27 -0.05 0.16
H 4.6881 -11.1705 2.5020 -0.50 0.21 -0.16
H 3.7454 -9.4460 3.6897 -0.37 1.08 0.32
H 2.9962 -9.1783 2.0865 -0.30 -0.14 0.23
H 4.6176 -7.4085 1.4116 0.02 -0.42 -0.05
H 5.3657 -7.5350 3.0229 0.11 0.04 -0.09
H 4.7340 -5.1503 1.8155 -0.03 -0.30 -0.01
H 5.0962 -5.1197 3.5545 -0.05 -0.61 -0.08
H 4.0173 -3.0001 2.6987 0.17 -0.11 -0.09
H 3.3866 -3.7776 4.1109 -0.74 0.28 0.01
H 2.2502 -3.5742 1.2434 0.33 -0.40 -0.19
H 1.4313 -3.1250 2.6419 -0.03 0.01 0.29
H 0.5669 -5.3151 1.5821 -0.11 0.32 0.00
H 0.8734 -5.4155 3.2982 -0.26 0.56 0.09
H 2.4929 -6.4733 1.0772 0.31 -0.63 -0.07
H 1.6042 -7.4344 2.3265 0.36 0.06 0.10
H 2.5074 -5.7847 4.7073 0.63 0.30 0.29
H 4.0536 -6.7257 5.0359 -0.37 -0.17 0.08
H 2.3834 -7.4433 4.5761 0.75 -0.58 0.04
C -2.7527 -3.1471 -6.0191 0.65 1.24 -0.07
C -3.2135 -4.0416 -4.9183 -0.94 -0.03 0.91
C -2.0793 -4.6441 -4.0832 -0.43 -2.03 0.22
N -2.4784 -5.4626 -2.8169 -1.21 -0.49 0.13
C -1.2666 -6.0863 -2.1213 -0.08 0.63 0.29
C -1.6029 -6.7951 -0.7692 1.16 0.43 -0.95
C -2.3544 -5.8651 0.1863 -1.08 -0.45 -1.20
C -3.5695 -5.2567 -0.5182 0.21 -0.42 -0.38
C -3.2548 -4.5352 -1.8547 -0.51 -2.10 0.56
C -3.4056 -6.6750 -3.2786 0.48 1.77 -0.26
H -3.5629 -2.5272 -6.4031 -0.32 -0.66 -0.43
H -2.2497 -3.7107 -6.8048 -0.04 0.33 -0.12
H -2.1283 -2.3384 -5.6394 0.75 -0.13 0.03
H -3.8338 -4.7734 -5.4357 0.12 -0.54 0.50
H -3.9020 -3.4903 -4.2778 -0.06 0.09 0.14
H -1.3015 -3.9579 -3.7481 -0.10 0.16 -0.11
H -1.6817 -5.4534 -4.6956 0.75 0.31 -0.17
H -0.5929 -5.2582 -1.9010 -0.02 0.26 0.03
H -0.7591 -6.6864 -2.8765 -0.21 -0.37 0.16
H -0.6526 -7.0609 -0.3060 0.38 0.26 -0.13
H -1.9819 -7.8019 -0.9446 -0.88 0.27 0.08
H -1.7845 -4.9974 0.5185 0.54 -0.50 0.44
H -2.7694 -6.5204 0.9520 0.39 0.52 0.60
H -4.0570 -4.5793 0.1829 -0.14 0.18 -0.30
H -4.2635 -6.0711 -0.7261 -0.27 0.14 0.01
H -2.7014 -3.6190 -1.6485 0.05 0.04 -0.51
H -4.2186 -4.4789 -2.3606 0.16 1.03 0.04
H -3.6898 -7.3058 -2.4363 0.36 0.10 -0.25
H -2.8724 -7.1640 -4.0939 0.18 -0.36 0.45
H -4.2874 -6.2439 -3.7525 -0.08 0.05 0.34
C 4.9036 -3.4874 -0.9715 -1.26 0.59 -1.02
C 3.7057 -3.8687 -1.9070 1.44 -0.89 -0.11
C 4.1746 -4.6435 -3.1780 -1.15 -0.39 -0.61
N 3.5182 -4.2279 -4.5118 -0.28 0.80 -0.54
C 3.9379 -5.2435 -5.6259 -1.32 -1.13 1.33
C 3.2269 -5.0702 -6.9302 -0.51 0.92 -0.71
C 1.6607 -4.9735 -6.9093 1.05 0.15 0.89
C 1.2589 -3.9807 -5.8171 1.21 0.19 2.10
C 1.9266 -4.2712 -4.4064 0.60 -0.92 -1.00
C 4.0618 -2.8238 -4.9030 -0.03 -0.90 1.05
H 4.4242 -2.7167 -0.3678 0.60 -0.18 0.83
H 5.7406 -3.0197 -1.4899 -0.03 -0.12 -0.09
H 5.2495 -4.3691 -0.4320 0.00 0.30 0.15
H 3.0306 -3.0363 -2.1055 0.34 0.16 -0.23
H 3.1321 -4.5594 -1.2889 -0.38 -0.05 -0.26
H 3.8902 -5.6896 -3.0643 -0.09 -0.05 -0.06
H 5.2413 -4.6970 -3.3953 0.08 0.59 0.31
H 3.6058 -6.2080 -5.2416 -0.06 -0.08 0.42
H 5.0135 -5.3849 -5.7322 0.11 0.89 0.19
H 3.5942 -5.8856 -7.5533 -0.21 0.01 -0.17
H 3.5993 -4.1492 -7.3787 -0.02 0.01 -0.39
H 1.1816 -5.9182 -6.6521 0.19 -0.25 -0.17
H 1.3145 -4.6775 -7.8996 -0.02 0.05 0.13
H 0.1920 -3.9235 -5.6013 -0.04 0.04 -0.34
H 1.6531 -2.9683 -5.9061 -0.49 0.25 -1.12
H 1.6780 -5.2499 -3.9959 0.40 -0.50 -0.41
H 1.5083 -3.6408 -3.6216 0.70 0.76 -0.19
H 3.7220 -2.4577 -5.8719 -0.18 -0.28 0.28
H 5.1501 -2.8832 -4.8985 -0.03 -0.29 -0.26
H 3.8246 -2.1626 -4.0695 -0.36 0.15 -0.27